A structure of composition C40H102AsF15N8O16 in a non-equilibrium geometry. Source: the Open Molecules 2025 dataset; level of theory: the ωB97M-V functional and the def2-TZVPD basis.

Output
Energy above the lowest of the compared OMol25 structures with the same formula, charge and spin ... 0.0 kJ/mol
E ... -6960.01009 Eh
Total charge ... +2

Last column: Löwdin charge in e.
Positions of all 182 atoms, in Å:
H (-2.118, -2.648, 1.449)  0.0795
N (-0.611, -3.960, -3.866)  0.2443
H (1.029, -3.444, -0.859)  0.1135
O (-5.644, 2.167, 1.613)  -0.2238
H (5.157, -0.952, -0.425)  0.0817
H (0.040, -3.886, 7.318)  0.1362
H (5.800, -5.416, -0.596)  0.0741
H (-1.788, 1.644, -2.215)  0.1145
F (7.954, 2.804, -1.592)  0.1687
C (-6.814, 2.145, 2.477)  -0.1711
H (-0.669, -5.056, 4.663)  0.1151
C (0.321, -4.379, 6.388)  -0.2688
C (1.451, 1.470, -1.985)  -0.0494
C (4.389, -0.933, -1.198)  -0.0396
F (0.074, -0.440, -5.623)  -0.2910
H (-2.574, 0.995, 5.382)  0.0920
H (-1.213, -3.282, -4.310)  0.1099
H (5.728, 1.964, -3.815)  0.1321
H (-2.217, -1.126, 3.643)  0.1208
H (0.484, -2.371, -2.996)  0.1425
C (5.408, -5.087, 0.366)  -0.0784
C (-0.379, 0.397, 1.063)  -0.4403
H (0.557, 1.762, -2.536)  0.0549
C (2.744, 3.741, -5.968)  -0.2396
H (-3.849, 0.388, 6.387)  0.0971
C (-5.854, 3.505, -2.483)  -0.1095
C (4.609, 2.432, 1.372)  -0.2342
N (1.217, -5.597, 6.702)  0.2609
C (-2.858, -3.191, 2.037)  0.0013
H (5.073, -6.981, 1.145)  0.1157
F (-3.387, 0.575, -5.589)  -0.2894
H (-6.709, 2.994, -2.926)  0.0904
C (-1.355, -2.507, -1.901)  -0.0229
H (3.951, 3.238, 3.394)  0.1288
N (3.329, 4.456, -4.722)  0.2535
C (-3.159, 0.100, 5.594)  -0.0805
H (3.607, 3.552, -6.606)  0.1503
H (1.663, 0.438, -2.266)  0.0714
H (-1.815, -5.238, 8.379)  0.0903
H (-3.590, -0.552, 1.529)  0.1009
O (3.873, -5.623, 2.160)  -0.1034
H (2.775, -7.239, 2.482)  0.1323
H (6.431, 1.701, 2.098)  0.0928
H (-8.024, 0.095, 1.040)  0.1624
O (1.713, 5.097, -0.354)  -0.0431
C (-0.136, -3.189, -2.631)  -0.2407
H (-8.037, 3.043, 1.029)  0.1485
F (1.405, -5.910, 0.689)  0.1248
H (-7.055, 0.913, 0.164)  0.1410
H (-2.412, -0.575, 6.013)  0.0890
H (1.496, 5.696, -6.494)  0.1283
H (1.321, -3.626, 4.581)  0.0690
C (-9.531, 2.032, 2.384)  0.0068
H (0.425, 2.615, 3.242)  0.0787
C (-4.516, 2.556, 2.403)  -0.0685
As (-1.658, 0.033, -5.561)  0.8761
C (4.806, -0.055, -2.423)  -0.2298
H (-9.686, 1.189, 3.058)  0.0787
F (0.270, -6.028, 2.574)  0.0970
H (4.303, -1.972, -1.517)  0.0421
H (-0.314, 1.368, 1.554)  0.1178
H (3.189, 3.594, 0.283)  0.0940
O (2.857, -6.195, 4.106)  -0.2320
H (-1.769, 4.650, -0.367)  0.1036
H (1.656, 5.851, -9.896)  0.0961
H (2.533, 4.534, -4.104)  0.1117
O (5.269, 1.191, -1.932)  -0.1361
H (2.019, -3.047, 6.117)  0.0872
H (3.687, -4.512, -3.087)  0.1063
H (-6.112, 4.556, -2.354)  0.0963
F (1.408, -4.249, 2.071)  0.1053
C (2.062, 2.456, -5.567)  -0.0431
H (0.039, -4.731, -1.148)  0.1180
H (2.203, 1.100, -0.085)  0.0903
O (1.814, -4.797, -2.420)  -0.1615
O (-1.509, -5.874, 6.396)  -0.2131
C (-8.076, 2.119, 1.604)  -0.2234
H (1.789, -5.977, 5.961)  0.1062
H (-2.704, 4.001, -3.273)  0.1436
N (-2.647, 1.624, -1.684)  0.2255
H (-9.790, 2.901, 2.989)  0.0905
H (0.056, -4.221, -4.579)  0.1693
H (4.470, 4.469, 0.733)  0.1637
C (1.842, 4.720, -6.835)  -0.1955
C (7.411, 2.050, -2.520)  -0.5298
H (-3.756, 2.855, -0.615)  0.1117
H (-2.388, 1.014, -0.921)  0.1017
H (2.877, -2.992, -2.710)  0.0790
H (-4.616, 3.637, 2.501)  0.1109
H (-3.653, 4.927, -2.235)  0.1376
C (1.418, -5.592, 1.991)  -0.5312
F (0.970, -1.648, 1.006)  0.1135
H (-3.125, -2.228, 4.747)  0.1231
H (3.508, -0.469, -0.755)  0.0475
H (3.910, 0.096, -3.025)  0.0955
H (0.844, 4.284, -6.883)  0.1163
H (-6.864, 1.215, 3.044)  0.1261
H (6.751, 2.900, 0.885)  0.0809
H (-0.979, -2.036, -0.993)  0.0638
C (0.750, -4.102, -1.683)  -0.1449
H (2.771, 1.853, -5.000)  0.0795
O (-1.763, 0.195, 0.951)  -0.2547
H (1.576, 1.531, 4.038)  0.0820
H (-2.888, -6.404, 7.808)  0.0917
N (1.158, 5.649, -1.280)  -0.6871
H (-4.690, -1.671, 1.034)  0.1625
H (2.262, 2.101, -2.348)  0.0757
H (6.266, -4.742, 0.942)  0.0790
O (5.124, 3.367, -2.558)  -0.2613
H (4.552, 3.521, -0.542)  0.0976
H (0.996, 2.412, -0.064)  0.0994
H (4.758, -4.233, 0.174)  0.0409
H (-1.718, -3.932, 5.552)  0.1058
H (-1.043, -4.860, -3.710)  0.1710
C (-3.195, -1.514, 3.927)  -0.1935
O (-3.838, -0.335, 4.420)  -0.1902
C (1.281, 5.617, -8.899)  -0.1094
O (1.134, 5.186, -2.420)  -0.0878
H (0.476, -2.364, 5.541)  0.0725
C (-3.494, 3.890, -2.531)  -0.1298
H (1.803, 1.822, -6.414)  0.0989
H (-3.571, 2.308, 1.920)  0.0775
N (-4.325, -1.174, 1.834)  0.2378
H (-1.901, -1.775, -2.495)  0.0574
C (5.855, 2.173, -2.753)  -0.4227
H (1.066, 6.608, -8.499)  0.0882
C (1.094, -3.262, 5.583)  -0.0142
F (0.048, -1.136, 2.964)  0.0757
O (2.387, 2.599, 2.343)  -0.2074
C (0.586, -0.602, 1.798)  -0.4739
F (8.086, 2.114, -3.703)  0.1029
H (3.682, -6.347, 0.151)  0.1025
H (-10.385, 1.923, 1.715)  0.0778
C (3.735, 2.443, 2.680)  -0.1886
C (1.248, 1.439, -0.486)  -0.2253
F (1.719, -0.025, 2.193)  0.1440
H (1.681, 3.225, 4.242)  0.0878
H (5.623, -0.576, -2.922)  0.1200
C (2.711, -6.183, 2.742)  -0.4906
H (3.930, 1.518, 3.221)  0.1333
H (-4.665, -2.705, 3.172)  0.1565
F (-1.237, 1.651, -6.202)  -0.2775
H (0.306, 5.152, -9.039)  0.0942
O (0.540, 6.679, -1.173)  -0.0091
F (-2.119, -1.681, -5.158)  -0.3089
F (7.767, 0.772, -2.211)  0.0985
H (4.393, 1.524, 0.808)  0.1276
H (-2.095, -3.216, -1.527)  0.0734
C (2.994, -4.030, -2.397)  -0.0996
N (-7.980, 0.983, 0.561)  0.2410
H (3.980, 3.838, -4.259)  0.0932
C (-3.785, -2.226, 2.742)  -0.3070
O (2.236, 4.914, -8.146)  -0.1647
H (3.773, 5.289, -5.081)  0.1689
C (6.096, 2.669, 1.725)  -0.0193
C (-1.733, 3.574, -0.539)  0.0042
C (-2.389, -5.489, 7.487)  -0.0624
O (-4.644, 3.399, -3.215)  -0.1527
H (0.652, -6.376, 7.009)  0.1551
H (-8.673, 1.147, -0.156)  0.1742
C (-0.985, -4.732, 5.655)  -0.1513
H (-6.792, 2.989, 3.166)  0.1477
H (-0.811, 3.325, -1.065)  0.0730
H (3.423, -4.151, -1.403)  0.0671
O (0.108, 0.581, -0.226)  -0.1114
H (-4.452, 1.994, 3.335)  0.0820
H (-3.160, -4.862, 7.038)  0.0874
C (4.423, -6.135, 0.921)  -0.2334
H (-5.103, -0.648, 2.206)  0.1387
H (-3.307, -3.930, 1.373)  0.0955
C (-2.946, 3.033, -1.323)  -0.2752
N (4.191, 3.557, 0.401)  0.2474
H (6.218, 3.442, 2.483)  0.0882
H (-2.282, -3.765, 2.762)  0.0928
H (-5.844, 3.152, -1.452)  0.0494
F (-1.488, 0.414, -3.872)  -0.2658
F (-1.773, -0.495, -7.232)  -0.2605
H (-3.372, 1.160, -2.213)  0.1559
H (-1.617, 3.100, 0.436)  0.0732
H (1.965, -5.310, 7.317)  0.1677
C (1.477, 2.466, 3.486)  -0.0671
H (1.144, 2.666, -5.017)  0.0817

Force components x, y, z for each atom (eV/Å):
0.1 0.3 0.0
0.3 0.5 0.3
1.0 0.1 -0.2
-1.4 -0.9 0.6
0.2 0.2 -0.1
0.3 -0.7 0.5
0.0 -0.2 -0.1
0.3 -0.4 -0.9
0.1 0.9 0.1
0.0 -0.9 -1.1
-0.4 -0.4 -0.1
0.3 2.3 -1.1
-0.5 -0.5 -0.2
0.8 1.0 -0.7
-1.4 0.3 0.7
0.0 0.2 -0.3
-1.0 0.2 -0.7
0.3 -0.9 -0.3
0.5 -0.6 -0.1
0.0 -0.1 -0.4
-1.2 0.4 -0.5
-2.1 1.5 -0.2
-0.2 0.1 0.1
0.3 1.6 -1.3
-0.3 -0.3 -0.2
-0.1 0.9 0.4
0.0 1.7 0.1
-0.8 1.4 -0.3
0.7 0.1 -0.1
-0.6 -0.7 0.1
1.9 -0.9 0.8
0.5 0.0 -0.7
0.6 -1.0 0.0
0.7 0.4 -0.2
-1.5 -1.5 -2.4
0.4 1.2 0.4
0.1 -0.2 0.0
0.1 -0.1 -0.3
-0.2 1.1 -0.2
1.6 0.9 -0.4
0.4 1.3 -1.4
-0.8 -0.6 -0.9
0.3 0.2 0.3
-1.1 -0.5 0.1
1.4 -1.4 2.1
0.5 -0.2 1.1
-0.3 -0.1 -0.3
-0.5 -0.1 -0.1
0.6 0.9 -0.6
-0.3 -0.6 -0.2
1.0 0.5 1.3
0.1 0.1 0.0
1.1 -0.3 -0.7
0.3 -0.1 -0.8
0.6 0.3 -0.2
-0.1 0.2 -4.0
0.5 -0.4 1.4
0.8 -0.3 0.0
-0.1 0.1 -0.5
-0.6 0.2 0.1
0.8 0.1 0.7
-0.9 0.2 0.0
-2.0 1.6 -0.9
0.0 0.0 -0.3
0.4 -0.5 0.1
-0.3 1.2 1.0
-0.4 -0.6 1.2
0.1 0.2 -0.2
0.0 0.1 -0.1
-0.2 0.3 -0.3
-0.5 0.4 -0.2
0.2 0.0 0.0
0.3 -1.1 -0.5
-0.3 -0.3 0.6
-2.8 1.2 1.1
-0.5 0.8 -0.4
-1.6 1.0 0.9
0.4 -0.1 -2.6
0.0 -0.4 -0.2
0.7 0.4 -1.1
0.7 0.3 -0.2
1.2 0.5 0.0
0.0 0.4 0.4
-2.0 -0.5 0.6
0.2 -1.8 -1.2
-0.3 0.6 0.2
0.3 -0.3 1.7
-0.2 0.1 0.2
0.4 0.0 0.6
-0.2 0.0 0.7
2.1 -0.2 2.2
-0.8 0.6 0.6
0.2 -0.2 -0.1
-0.3 -0.6 0.0
0.1 -0.1 -0.6
-0.2 -0.9 0.2
0.5 -0.1 0.5
-0.4 0.0 -0.2
0.2 0.3 -0.2
-1.0 0.5 -1.3
-0.2 0.0 0.4
0.6 -1.3 0.4
0.2 -0.4 -0.5
-0.1 -0.1 -0.3
-1.3 1.1 -1.8
0.0 0.0 -0.6
0.1 0.1 0.5
-0.3 -0.4 0.5
1.8 -1.3 0.2
1.0 -0.8 -1.7
0.3 0.2 0.0
0.4 0.5 -0.1
0.2 0.3 0.4
-0.8 -0.1 0.7
2.0 0.9 0.5
-0.9 -1.0 -0.2
-0.2 1.0 -0.7
1.1 -2.7 -2.4
0.0 -0.1 0.0
0.8 -0.2 0.0
-0.1 0.4 -0.2
-0.2 0.0 -0.6
-0.7 -0.9 -0.8
0.4 0.0 -0.2
-2.2 2.1 -0.4
0.1 0.2 0.6
-0.2 -1.6 0.7
0.0 0.3 -1.1
-2.0 -0.5 0.7
-0.4 -1.3 0.2
-0.3 1.9 -0.1
-0.1 -0.2 0.2
0.3 0.2 -0.6
0.2 0.4 -0.5
-0.4 0.5 -0.2
-0.1 0.2 -0.3
0.3 0.4 -0.1
-0.2 0.0 -0.5
1.2 -2.2 1.6
0.0 -0.4 -0.1
-0.3 -0.4 -0.5
-0.1 -1.2 1.5
0.1 -0.7 0.3
-1.0 2.4 2.0
0.3 1.0 0.7
-0.8 -0.5 1.2
0.4 0.0 0.1
0.0 -0.5 -0.2
0.9 -0.8 0.0
0.7 0.7 1.5
1.2 -0.3 1.1
-1.4 0.2 1.4
1.2 -0.5 -1.0
0.0 0.6 0.8
-0.5 -1.1 -0.2
0.0 0.0 -0.5
0.4 -1.7 -1.0
0.0 -1.0 0.9
-0.3 -0.2 0.7
-0.4 -0.5 -0.3
1.4 -2.4 1.2
-0.3 0.1 -0.1
0.1 0.4 -0.3
0.1 0.6 0.0
1.0 -0.5 -1.4
-0.4 0.3 0.3
0.1 0.6 0.8
1.4 0.7 1.2
0.1 0.3 0.7
-0.5 0.2 0.1
-1.3 0.4 1.1
-0.5 -0.3 1.6
-0.1 -0.1 0.0
-0.1 0.1 0.2
0.7 -0.5 0.4
-0.2 0.1 0.0
-0.2 0.2 1.0
-0.2 0.1 -0.7
-0.4 -0.2 0.0
-0.2 0.0 1.0
1.0 0.6 0.1
0.1 -0.2 0.2